This record from the Open Molecules 2025 dataset describes C4H8O2 in the gas phase in a non-equilibrium geometry. The level of theory is ωB97M-V/def2-TZVPD.

Summary:
DFT total energy   -307.65411 a.u.
Molecular weight   88.11 g mol⁻¹
SMILES string   CCCOC=O
Kohn-Sham gap   11.36 eV
Energy relative to the best compared isomer or geometry (same formula, charge and spin)   1.5870 eV

Structure (XYZ):
```
14
Properties=species:S:1:pos:R:3:nbo_charge:R:1
C -2.098 0.167 -0.158 -0.6221
C -0.715 0.493 0.476 -0.4107
C 0.406 -0.686 0.208 -0.1157
O 1.666 -0.528 0.901 -0.5031
C 2.666 -0.009 0.169 0.6443
O 2.596 0.219 -1.010 -0.5877
H -2.614 -0.688 0.305 0.2050
H -2.797 1.015 -0.078 0.2227
H -1.995 -0.056 -1.224 0.2088
H -0.882 0.658 1.564 0.2014
H -0.296 1.391 0.056 0.2028
H -0.264 -1.249 0.789 0.2051
H 0.577 -0.837 -0.871 0.2197
H 3.575 0.187 0.770 0.1294
```



This record from the Open Molecules 2025 dataset describes C4H6N2 in the gas phase. The level of theory is ωB97M-V/def2-TZVPD.

Summary:
DFT total energy   -265.40431 a.u.
Molecular weight   82.11 g mol⁻¹
Kohn-Sham gap   9.75 eV
Energy relative to the best compared isomer or geometry (same formula, charge and spin)   3.5718 eV

Structure (XYZ):
```
12
Properties=species:S:1:pos:R:3:nbo_charge:R:1
N -0.856 -1.388 0.811 -0.8073
C 0.136 0.287 -0.943 -0.4077
C -0.945 -0.178 0.074 -0.0318
C -0.152 0.966 0.468 -0.0112
N 1.202 0.601 0.946 -0.4838
C 1.446 0.344 -0.301 0.1322
H -0.908 -2.172 0.167 0.3583
H -0.074 0.414 -2.000 0.2345
H -1.933 0.107 -0.292 0.2167
H -0.414 2.005 0.609 0.2389
H 0.075 -1.375 1.230 0.3747
H 2.422 0.387 -0.769 0.1864
```